(1)
Here is a single C3H4OS3 molecule from the Open Molecules 2025 dataset. Energies are from the ωB97M-V functional and the def2-TZVPD basis.

```
11
Properties=species:S:1:pos:R:3:lowdin_charge:R:1
C -1.0380 0.8693 1.9051 -0.604
C -0.3864 -1.1496 -0.4458 -0.710
C 1.6064 0.3078 -1.4150 -1.013
H -1.8841 1.4666 1.2902 0.144
H -1.5220 -1.3627 -0.6376 0.059
H -0.0397 -2.1834 -0.6774 0.045
H 1.8537 -0.3227 -0.4316 0.015
O -1.0385 1.1472 3.0636 -0.033
S 0.1217 -0.4015 1.3191 0.849
S -0.0776 -0.0449 -1.8998 0.737
S 2.4044 1.6738 -2.0707 0.511
```

Results
SMILES string   O=CSCSC=S
HOMO level   -9.0 eV


(2)
Here is a single C3H4OS3 molecule from the Open Molecules 2025 dataset. Energies are from the ωB97M-V functional and the def2-TZVPD basis.

```
11
Properties=species:S:1:pos:R:3:lowdin_charge:R:1
C 0.7540 0.1988 -1.9012 -0.349
C 0.1978 -0.6585 0.8740 -1.091
C -0.6020 0.5453 0.9337 -1.022
H 1.1546 1.1561 -1.4233 0.079
H 1.1724 -0.0979 -2.7427 -0.032
H -0.3549 0.2449 -2.1042 0.062
H -1.7055 -0.6179 2.6412 0.021
O -0.0531 1.5890 0.7350 0.038
S 0.8240 -1.1459 -0.6926 0.864
S 0.8133 -1.6106 2.1393 0.618
S -2.2006 0.3967 1.5409 0.813
```

Results
SMILES string   CSC(=S)C(=O)S
HOMO level   -9.0 eV


Most stable pick: (2). Distance to second place: 0.0243 hartree.


(1)
Here is 2 unconnected molecules or ions with the total composition CHCl3S from the Open Molecules 2025 dataset. Energies are from the ωB97M-V functional and the def2-TZVPD basis.

```
6
Properties=species:S:1:pos:R:3:lowdin_charge:R:1
C 1.1724 -0.6205 0.4058 -1.163
S 0.3636 -1.9597 -0.1397 0.582
Cl -2.5563 1.8678 0.0783 0.012
Cl 1.4074 0.8465 -0.3575 0.612
Cl -2.0792 0.3629 -1.2650 0.003
H 1.6921 -0.4970 1.2781 -0.046
```

Results
SMILES string   S=CCl.ClCl
HOMO level   -9.4 eV


(2)
Here is 2 unconnected molecules or ions with the total composition CHCl3S from the Open Molecules 2025 dataset. Energies are from the ωB97M-V functional and the def2-TZVPD basis.

```
6
Properties=species:S:1:pos:R:3:lowdin_charge:R:1
C 0.3827 0.3400 0.0428 -1.491
S -1.0478 0.2355 1.0789 0.677
Cl 1.7300 1.1858 0.9518 0.477
Cl -0.0101 1.2835 -1.5136 0.437
Cl -2.0510 -2.4412 -0.2793 -0.166
H 0.9961 -0.6037 -0.2806 0.065
```

Results
HOMO level (alpha / beta)   -10.7 / -10.5 eV


Most stable pick: (1). Distance to second place: 0.0651 hartree.